1.
C8H16N2O in the gas phase. Source: the OMol25 dataset; level of theory: ωB97M-V with the def2-TZVPD basis set.

Structure (SMILES): CC(C)[C@H](C)[C@@]1(C)N=CON1
Electronic energy (hartree): -499.0523
HOMO-LUMO gap (eV): 9.72
Multiplicity: 1

```
27
C8H16N2O ωB97M-V with the def2-TZVPD basis set
C -2.366 -1.284 0.061
C -1.106 0.495 -0.297
C -1.826 1.551 -1.166
C 0.907 1.737 0.614
C 1.237 -1.592 -1.134
C 2.180 -0.962 1.079
C 0.462 0.580 -0.256
C 1.015 -0.848 0.152
N -1.608 -0.768 -0.790
N -1.619 0.617 1.096
O -2.467 -0.561 1.178
H -2.876 -2.295 -0.153
H -2.835 1.626 -0.786
H -1.906 1.166 -2.199
H -1.325 2.493 -1.076
H 1.110 1.387 1.602
H 1.787 2.202 0.212
H 0.164 2.574 0.806
H 2.171 -1.476 -1.426
H 1.038 -2.615 -0.976
H 0.534 -1.174 -1.815
H 3.161 -0.819 0.650
H 2.078 -1.789 1.619
H 2.068 -0.164 1.863
H 0.654 0.709 -1.376
H 0.288 -1.389 0.760
H -0.920 0.597 1.757
```

---

2.
9 unconnected molecules or ions with the total composition C50H108F6O25. Source: the OMol25 dataset; level of theory: ωB97M-V with the def2-TZVPD basis set.

Structure (SMILES): CCOC(=O)C(F)(F)F.CCOC(=O)C(F)(F)F.COCCOCCOC.COCCOCCOC.COCCOCCOC.COCCOCCOC.COCCOCCOC.COCCOCCOC.COCCOCCOC
Electronic energy (hartree): -4449.4929
HOMO-LUMO gap (eV): 9.77
Multiplicity: 1

```
189
C50H108F6O25 ωB97M-V with the def2-TZVPD basis set
C -5.779 -15.434 -27.734
O -4.916 -16.454 -27.381
C -3.684 -16.093 -26.642
C -4.047 -15.747 -25.187
O -4.432 -14.409 -25.103
C -4.847 -14.017 -23.735
C -5.126 -12.485 -23.692
O -6.479 -12.197 -24.059
C -6.725 -12.083 -25.431
H -5.292 -14.750 -28.429
H -6.101 -14.866 -26.861
H -6.705 -15.847 -28.135
H -3.173 -15.257 -27.121
H -3.074 -16.995 -26.673
H -3.164 -15.897 -24.566
H -4.896 -16.372 -24.910
H -3.954 -14.241 -23.152
H -5.715 -14.597 -23.421
H -4.398 -11.878 -24.231
H -5.059 -12.126 -22.665
H -7.789 -11.903 -25.585
H -6.367 -12.925 -26.024
H -6.181 -11.199 -25.766
C -17.608 -9.640 -15.098
O -16.768 -9.853 -13.952
C -16.534 -8.566 -13.359
C -15.396 -8.537 -12.333
O -14.210 -8.940 -12.974
C -13.026 -9.010 -12.116
C -11.886 -9.681 -12.776
O -11.247 -8.748 -13.712
C -10.106 -9.312 -14.425
H -17.951 -10.625 -15.414
H -17.219 -8.973 -15.867
H -18.521 -9.176 -14.722
H -17.475 -8.260 -12.901
H -16.162 -7.895 -14.134
H -15.547 -9.253 -11.525
H -15.354 -7.501 -11.996
H -13.294 -9.554 -11.211
H -12.705 -8.039 -11.740
H -12.350 -10.522 -13.292
H -11.146 -10.126 -12.110
H -9.209 -9.137 -13.831
H -9.902 -8.796 -15.363
H -10.266 -10.375 -14.606
C 1.138 -11.691 -22.902
O 1.649 -11.403 -21.575
C 1.848 -10.026 -21.342
C 2.621 -9.754 -20.019
O 1.838 -9.592 -18.812
C 1.212 -10.808 -18.615
C 0.374 -11.004 -17.368
O -0.802 -10.200 -17.348
C -0.614 -8.846 -17.026
H 1.577 -11.083 -23.694
H 0.070 -11.516 -22.774
H 1.282 -12.766 -23.020
H 0.818 -9.674 -21.292
H 2.152 -9.407 -22.186
H 3.121 -8.786 -20.038
H 3.443 -10.471 -20.014
H 1.949 -11.611 -18.611
H 0.541 -11.007 -19.451
H 1.024 -10.846 -16.507
H 0.029 -12.024 -17.199
H -1.405 -8.181 -17.373
H 0.291 -8.430 -17.467
H -0.660 -8.691 -15.948
C 2.638 -15.865 -4.141
O 1.232 -15.751 -4.093
C 0.714 -14.444 -4.011
C -0.612 -14.248 -4.761
O -0.646 -14.731 -6.085
C 0.106 -13.970 -6.928
C -0.120 -14.478 -8.441
O -1.484 -14.446 -8.949
C -2.188 -13.169 -8.783
H 3.096 -15.378 -5.002
H 2.955 -16.904 -4.048
H 3.092 -15.344 -3.299
H 1.412 -13.696 -4.388
H 0.584 -14.294 -2.939
H -0.770 -13.169 -4.762
H -1.449 -14.724 -4.250
H 1.142 -14.108 -6.618
H -0.169 -12.922 -6.815
H 0.141 -15.511 -8.671
H 0.540 -13.864 -9.054
H -2.436 -13.100 -7.723
H -3.100 -13.210 -9.378
H -1.637 -12.255 -9.004
C 1.552 -5.589 -8.408
O 2.890 -5.804 -8.127
C 3.597 -5.969 -9.367
C 3.950 -4.603 -10.000
O 4.788 -3.796 -9.177
C 4.742 -2.438 -9.525
C 5.801 -1.696 -8.681
O 7.073 -2.084 -9.124
C 8.207 -1.510 -8.455
H 0.908 -5.824 -7.560
H 1.131 -6.234 -9.179
H 1.305 -4.593 -8.775
H 3.048 -6.528 -10.125
H 4.528 -6.484 -9.130
H 2.978 -4.169 -10.237
H 4.425 -4.737 -10.972
H 3.799 -1.946 -9.286
H 4.876 -2.277 -10.595
H 5.740 -2.014 -7.640
H 5.666 -0.615 -8.641
H 8.098 -1.742 -7.396
H 8.306 -0.435 -8.608
H 9.135 -1.895 -8.877
C -1.485 -3.798 -19.183
O -0.337 -3.495 -18.405
C -0.103 -2.103 -18.390
C 1.018 -1.619 -17.459
O 2.347 -2.000 -17.843
C 2.589 -3.395 -17.981
C 4.057 -3.746 -17.830
O 4.767 -3.130 -18.912
C 6.064 -3.645 -19.060
H -1.553 -4.870 -19.368
H -1.383 -3.341 -20.168
H -2.401 -3.526 -18.658
H -0.967 -1.440 -18.345
H 0.360 -1.910 -19.358
H 0.733 -1.916 -16.450
H 1.011 -0.529 -17.452
H 2.190 -3.714 -18.944
H 2.040 -3.939 -17.213
H 4.154 -4.831 -17.792
H 4.389 -3.309 -16.888
H 6.528 -3.116 -19.893
H 5.999 -4.696 -19.344
H 6.662 -3.517 -18.158
C -5.348 -21.193 -23.815
O -5.068 -20.965 -22.409
C -3.985 -21.793 -21.938
C -3.590 -21.547 -20.456
O -3.135 -20.242 -20.242
C -3.087 -19.968 -18.827
C -2.596 -18.558 -18.391
O -1.207 -18.215 -18.576
C -0.663 -18.287 -19.878
H -4.406 -21.239 -24.362
H -5.851 -20.321 -24.233
H -5.998 -22.041 -24.027
H -3.125 -21.871 -22.604
H -4.356 -22.818 -21.951
H -2.855 -22.289 -20.144
H -4.501 -21.807 -19.916
H -2.432 -20.685 -18.333
H -4.075 -20.160 -18.407
H -2.733 -18.424 -17.318
H -3.168 -17.803 -18.930
H 0.359 -17.917 -19.959
H -1.258 -17.772 -20.632
H -0.584 -19.320 -20.215
C 0.145 -8.012 -34.606
C -0.216 -6.963 -33.523
O -1.167 -7.449 -32.532
C -0.754 -8.340 -31.569
O 0.342 -8.970 -31.547
C -1.831 -8.583 -30.444
F -1.448 -8.190 -29.234
F -3.016 -8.052 -30.769
F -2.075 -9.881 -30.402
H 0.845 -8.723 -34.167
H 0.724 -7.725 -35.484
H -0.676 -8.624 -34.979
H -0.668 -6.037 -33.879
H 0.694 -6.678 -32.994
C 7.978 -14.998 -30.580
C 7.854 -14.057 -29.396
O 7.177 -14.639 -28.205
C 7.794 -15.546 -27.385
O 8.983 -15.801 -27.465
C 6.770 -16.278 -26.488
F 5.626 -16.444 -27.053
F 7.276 -17.482 -26.269
F 6.707 -15.660 -25.294
H 7.005 -15.377 -30.891
H 8.594 -15.893 -30.489
H 8.365 -14.521 -31.480
H 7.374 -13.150 -29.764
H 8.767 -13.610 -29.004
```

---

3.
C9H19N3O4 in the gas phase. Source: the OMol25 dataset; level of theory: ωB97M-V with the def2-TZVPD basis set.

Structure (SMILES): NCCCC[C@H](N)C(=O)N[C@@H](CO)C(=O)O
Electronic energy (hartree): -819.5550
HOMO-LUMO gap (eV): 9.35
Multiplicity: 1

```
35
C9H19N3O4 ωB97M-V with the def2-TZVPD basis set
C 0.851 0.914 -0.838
C 0.094 -0.288 -1.420
C 2.244 0.455 -0.378
C 2.296 -0.384 0.912
C 1.607 0.168 2.231
C 2.059 1.591 2.573
C -2.164 -1.073 -2.197
C -3.542 -0.400 -2.398
C -2.138 -2.284 -1.285
H -0.651 1.301 0.587
H -0.262 2.643 -0.288
H 0.953 1.545 -1.739
H 2.737 -0.148 -1.151
H 2.855 1.340 -0.188
H 1.864 -1.372 0.726
H 3.401 -0.505 1.111
H 0.477 0.173 2.160
H 1.827 -0.615 2.991
H 1.456 2.302 2.023
H 3.073 1.646 2.220
H 1.395 1.793 4.529
H 2.993 1.397 4.355
H -1.659 0.755 -1.432
H -1.789 -1.278 -3.209
H -2.418 -3.280 -1.707
H -1.114 -2.432 -0.958
H -2.621 -1.636 0.539
H -4.226 -2.042 -3.297
N 0.100 1.752 0.068
N 2.205 1.963 3.988
N -1.202 -0.097 -1.677
O 0.714 -1.292 -1.759
O -3.883 0.679 -2.009
O -3.001 -2.079 -0.228
O -4.531 -1.214 -2.855
```

---

4.
9 unconnected molecules or ions with the total composition C63H145N13O9P2. Source: the OMol25 dataset; level of theory: ωB97M-V with the def2-TZVPD basis set.

Structure (SMILES): CN(C)P(=O)(N(C)C)N(C)C.CN(C)P(=O)(N(C)C)N(C)C.CC1(C)CCCC(C)(C)N1O.CC1(C)CCCC(C)(C)N1O.CC1(C)CCCC(C)(C)N1O.CC1(C)CCCC(C)(C)N1O.CC1(C)CCCC(C)(C)N1O.CN(C)C=O.CN(C)C=O
Electronic energy (hartree): -4558.9485
HOMO-LUMO gap (eV): 8.07
Multiplicity: 1

```
232
C63H145N13O9P2 ωB97M-V with the def2-TZVPD basis set
C -16.550 -14.697 -25.489
O -15.737 -14.829 -24.592
N -17.694 -14.002 -25.503
C -18.495 -13.900 -26.703
C -18.354 -13.532 -24.287
H -16.385 -15.085 -26.512
H -18.272 -14.723 -27.380
H -18.324 -12.960 -27.237
H -19.557 -13.859 -26.464
H -18.394 -12.437 -24.311
H -19.394 -13.851 -24.291
H -17.871 -13.783 -23.346
C -20.852 -16.170 -29.324
O -19.748 -16.221 -28.803
N -21.309 -16.790 -30.416
C -22.687 -16.563 -30.850
C -20.639 -17.904 -31.074
H -21.681 -15.608 -28.855
H -23.253 -15.916 -30.189
H -23.150 -17.539 -31.019
H -22.647 -16.154 -31.866
H -21.076 -18.884 -30.850
H -20.736 -17.791 -32.153
H -19.635 -17.948 -30.663
O -9.227 -17.003 -23.508
P -10.454 -17.744 -23.844
N -10.184 -18.975 -24.986
C -8.894 -18.924 -25.684
C -10.882 -20.244 -25.030
N -11.699 -16.848 -24.526
C -12.298 -15.802 -23.702
C -11.673 -16.471 -25.926
N -11.179 -18.512 -22.541
C -12.522 -19.070 -22.631
C -10.625 -18.426 -21.199
H -8.821 -18.055 -26.340
H -8.745 -19.836 -26.259
H -8.059 -18.891 -24.979
H -11.966 -20.239 -25.170
H -10.632 -20.783 -24.108
H -10.552 -20.869 -25.861
H -13.268 -15.568 -24.144
H -12.387 -16.106 -22.659
H -11.688 -14.890 -23.661
H -11.359 -15.426 -26.037
H -10.966 -17.093 -26.473
H -12.663 -16.529 -26.388
H -12.979 -18.717 -23.554
H -12.581 -20.157 -22.541
H -13.064 -18.607 -21.801
H -9.608 -18.046 -21.268
H -10.589 -19.424 -20.754
H -11.250 -17.798 -20.557
O -15.830 -21.974 -27.022
P -15.957 -20.617 -27.581
N -14.903 -20.237 -28.838
C -13.562 -19.709 -28.552
C -15.021 -20.864 -30.155
N -15.628 -19.448 -26.399
C -15.556 -18.020 -26.644
C -15.310 -19.973 -25.085
N -17.463 -20.225 -28.168
C -18.671 -20.962 -27.831
C -17.858 -19.037 -28.939
H -13.278 -19.059 -29.377
H -12.859 -20.535 -28.417
H -13.594 -19.115 -27.640
H -15.933 -20.431 -30.595
H -15.231 -21.934 -30.135
H -14.238 -20.539 -30.833
H -14.530 -17.706 -26.869
H -16.092 -17.724 -27.545
H -15.936 -17.407 -25.827
H -14.322 -20.433 -24.989
H -15.351 -19.140 -24.376
H -16.079 -20.668 -24.747
H -18.405 -21.989 -27.583
H -19.208 -20.433 -27.041
H -19.388 -21.024 -28.656
H -18.682 -18.549 -28.422
H -18.149 -19.325 -29.955
H -17.007 -18.393 -29.154
C -23.768 -16.816 -27.128
C -24.189 -15.572 -26.342
C -23.558 -15.655 -24.987
C -23.476 -14.360 -24.165
C -22.796 -13.331 -25.068
C -23.369 -13.121 -26.489
N -23.726 -14.425 -27.101
O -24.356 -14.213 -28.349
C -24.631 -12.271 -26.211
C -22.283 -12.429 -27.318
C -25.726 -15.615 -26.186
H -22.684 -16.871 -27.232
H -24.269 -16.985 -28.083
H -24.055 -17.706 -26.554
H -24.033 -16.417 -24.357
H -22.549 -16.094 -24.983
H -22.924 -14.695 -23.289
H -24.466 -13.977 -23.905
H -21.741 -13.637 -25.036
H -22.845 -12.366 -24.557
H -25.296 -12.720 -25.474
H -24.456 -11.259 -25.842
H -25.219 -12.121 -27.124
H -22.669 -11.943 -28.214
H -21.780 -11.732 -26.649
H -21.591 -13.191 -27.677
H -26.186 -16.536 -25.830
H -26.138 -15.455 -27.188
H -26.105 -14.800 -25.566
H -25.184 -13.765 -28.108
C -20.413 -7.425 -25.197
C -19.118 -8.279 -25.198
C -19.334 -9.328 -26.308
C -18.030 -10.065 -26.637
C -16.914 -9.081 -27.003
C -16.740 -7.944 -25.960
N -18.043 -7.375 -25.588
O -17.891 -6.346 -24.623
C -15.946 -8.432 -24.736
C -15.939 -6.867 -26.719
C -19.068 -8.988 -23.816
H -20.484 -6.717 -26.024
H -20.414 -6.876 -24.253
H -21.277 -8.087 -25.256
H -20.034 -10.075 -25.927
H -19.765 -8.882 -27.207
H -18.174 -10.734 -27.488
H -17.844 -10.680 -25.752
H -17.193 -8.642 -27.960
H -15.970 -9.623 -27.044
H -16.185 -7.761 -23.910
H -16.225 -9.433 -24.400
H -14.873 -8.473 -24.921
H -14.939 -7.272 -26.904
H -16.342 -6.449 -27.637
H -15.673 -6.039 -26.052
H -18.431 -9.872 -23.825
H -20.051 -9.086 -23.361
H -18.540 -8.334 -23.111
H -18.473 -5.661 -24.970
C -15.523 -12.028 -20.214
C -14.587 -12.934 -21.037
C -13.150 -13.001 -20.452
C -12.980 -13.941 -19.289
C -13.452 -15.359 -19.719
C -14.906 -15.421 -20.241
N -15.050 -14.327 -21.195
O -16.278 -14.341 -21.891
C -15.012 -16.758 -20.982
C -15.882 -15.405 -19.062
C -14.414 -12.432 -22.489
H -16.365 -11.677 -20.811
H -15.031 -11.150 -19.788
H -15.946 -12.534 -19.342
H -12.318 -12.951 -21.152
H -13.096 -12.025 -19.945
H -13.503 -13.630 -18.385
H -11.940 -14.187 -19.066
H -13.306 -16.087 -18.919
H -12.804 -15.599 -20.567
H -14.487 -16.771 -21.937
H -14.695 -17.531 -20.283
H -16.051 -16.922 -21.288
H -16.899 -15.224 -19.415
H -15.776 -16.356 -18.540
H -15.692 -14.583 -18.368
H -13.775 -11.548 -22.558
H -15.360 -12.120 -22.936
H -13.985 -13.250 -23.063
H -16.023 -14.614 -22.792
C -22.811 -19.470 -23.463
C -21.322 -19.221 -23.158
C -20.555 -19.283 -24.471
C -19.122 -18.767 -24.350
C -19.192 -17.345 -23.889
C -19.878 -17.178 -22.511
N -21.191 -17.879 -22.596
O -21.920 -17.744 -21.402
C -18.935 -17.757 -21.413
C -20.144 -15.706 -22.302
C -20.882 -20.340 -22.194
H -23.194 -18.496 -23.787
H -23.430 -19.675 -22.588
H -22.984 -20.220 -24.231
H -20.555 -20.277 -24.921
H -21.057 -18.665 -25.226
H -18.658 -18.900 -25.331
H -18.552 -19.389 -23.655
H -19.724 -16.718 -24.617
H -18.212 -16.854 -23.836
H -19.589 -18.310 -20.735
H -18.242 -18.498 -21.811
H -18.374 -17.012 -20.852
H -19.213 -15.254 -22.633
H -20.857 -15.309 -23.036
H -20.560 -15.416 -21.340
H -19.787 -20.418 -22.102
H -21.116 -21.342 -22.556
H -21.132 -20.185 -21.145
H -22.564 -17.048 -21.571
C -11.963 -14.109 -32.984
C -12.413 -15.389 -32.270
C -11.348 -15.733 -31.250
C -11.771 -16.499 -29.986
C -13.051 -15.881 -29.428
C -14.259 -15.678 -30.377
N -13.713 -15.150 -31.614
O -14.728 -14.989 -32.577
C -14.921 -17.055 -30.520
C -15.222 -14.692 -29.724
C -12.493 -16.548 -33.266
H -11.613 -13.376 -32.257
H -12.755 -13.698 -33.608
H -11.104 -14.308 -33.630
H -10.583 -16.402 -31.664
H -10.678 -14.936 -30.914
H -11.082 -16.482 -29.139
H -11.900 -17.574 -30.148
H -12.771 -14.946 -28.932
H -13.334 -16.553 -28.609
H -15.943 -16.972 -30.908
H -14.374 -17.689 -31.218
H -15.066 -17.518 -29.544
H -14.720 -13.739 -29.552
H -16.111 -14.473 -30.320
H -15.622 -15.055 -28.773
H -13.124 -16.332 -34.126
H -12.945 -17.383 -32.716
H -11.528 -16.978 -33.528
H -14.968 -15.862 -32.930
```

---

5.
H3PS2 in the gas phase. Source: the OMol25 dataset; level of theory: ωB97M-V with the def2-TZVPD basis set.

Structure (SMILES): S=[PH2]S
Electronic energy (hartree): -1139.4964
HOMO-LUMO gap (eV): 8.96
Multiplicity: 1

```
6
H3PS2 ωB97M-V with the def2-TZVPD basis set
P 0.233 0.174 0.075
S -1.226 -1.281 -0.037
S 1.901 -0.889 -0.088
H 0.147 1.342 -0.837
H 0.246 1.146 1.138
H -0.082 -2.006 -0.484
```

---

6.
A molecular structure, C2H5N3O. Source: the OMol25 dataset; level of theory: ωB97M-V with the def2-TZVPD basis set.

Electronic energy (hartree): -318.5150
HOMO-LUMO gap (eV): 9.46
Multiplicity: 1

```
11
C2H5N3O ωB97M-V with the def2-TZVPD basis set
C 1.171 0.050 -0.139
C -1.251 0.203 -0.706
H 0.579 -0.470 1.644
H 1.530 0.974 -0.654
H 3.014 -0.388 0.810
H -0.852 0.754 -1.434
H -3.028 0.470 -1.108
N -0.181 0.085 0.180
N 1.939 -0.626 0.732
N -2.501 -0.045 -0.318
O -0.420 -1.007 0.993
```